Below is C8H22B2O27 as an isolated structure, with properties calculated with ωB97M-V/def2-TZVPD.

Summary:
* total charge: -2
* gap between HOMO and LUMO: 8.310 eV

Each line ends with the Löwdin charge.
Cartesian coordinates (Å):
O  2.090  3.063  -0.262  0.144
C  1.835  2.191  -1.134  -0.429
O  2.192  0.964  -1.071  0.287
B  1.534  0.438  -2.322  -0.857
O  0.891  1.562  -2.974  0.325
C  1.065  2.548  -2.222  -0.457
O  0.610  3.693  -2.438  0.110
O  0.647  -0.658  -2.264  0.223
C  1.116  -1.714  -2.839  -0.490
O  0.646  -2.776  -2.797  0.222
C  2.223  -1.331  -3.604  -0.358
O  2.619  -0.130  -3.184  0.247
O  2.971  -2.071  -4.265  0.118
O  -1.096  3.129  -0.369  0.124
C  -0.795  2.104  0.205  -0.443
O  -0.822  1.037  -0.465  0.313
B  -0.349  -0.053  0.510  -0.780
O  -0.050  0.737  1.733  0.322
C  -0.354  1.901  1.449  -0.431
O  -0.398  2.798  2.323  0.169
O  0.730  -0.794  -0.074  0.225
C  0.465  -2.012  -0.032  -0.394
O  1.330  -2.731  -0.514  0.164
C  -0.817  -2.187  0.540  -0.414
O  -1.282  -1.088  0.823  0.361
O  -1.407  -3.251  0.647  0.141
O  1.321  0.404  4.637  -0.149
H  1.520  0.007  3.681  0.062
H  0.362  0.017  4.783  0.098
O  -0.590  -5.670  -0.022  -0.148
H  0.215  -5.315  0.474  0.071
H  -1.140  -4.815  0.200  0.035
O  -2.225  -1.362  -2.509  0.010
H  -2.416  -0.572  -2.985  0.033
H  -1.392  -1.048  -2.261  -0.030
O  2.712  -0.430  2.163  -0.003
H  2.270  -0.490  1.379  -0.041
H  2.694  -1.417  2.400  0.111
O  0.843  3.155  4.680  -0.053
H  0.212  3.355  4.063  -0.062
H  0.861  2.205  4.857  -0.019
O  -3.182  4.499  -1.631  -0.102
H  -2.483  4.087  -1.118  -0.023
H  -2.819  4.461  -2.584  0.078
O  -2.831  -2.481  3.295  -0.059
H  -2.835  -1.593  3.583  -0.001
H  -2.175  -2.674  2.563  0.034
O  0.377  4.991  0.066  -0.154
H  -0.233  4.216  0.066  -0.065
H  0.747  5.272  -0.902  0.121
O  -2.802  -5.912  -1.619  -0.074
H  -2.693  -5.375  -2.345  -0.029
H  -2.078  -5.659  -0.938  0.026
O  3.074  -4.990  -0.601  0.004
H  2.640  -4.245  -0.745  -0.094
H  2.684  -5.536  -1.276  0.042
O  -2.196  5.870  1.432  -0.179
H  -1.284  5.422  1.199  0.048
H  -2.728  6.275  0.639  0.069



Below is a 2-piece molecular cluster, C7H9N2 overall, with properties calculated with ωB97M-V/def2-TZVPD.

Summary:
* total charge: +1
* gap between HOMO and LUMO (spin up / spin down): 5.537 / 5.539 eV

Each line ends with the Löwdin charge.
Cartesian coordinates (Å):
C  -1.633  -1.832  0.022  0.230
C  -0.304  -1.722  0.005  0.033
C  -2.584  -0.914  0.008  0.061
C  0.081  -0.350  -0.028  -0.038
C  -2.065  0.438  -0.031  -0.259
C  -3.014  1.572  -0.040  0.011
C  4.647  0.187  -0.263  -0.117
N  -0.781  0.610  -0.042  0.163
N  3.591  -0.188  0.284  0.004
H  -3.649  -1.062  0.023  0.150
H  -2.552  2.427  -0.528  0.105
H  -3.251  1.859  0.986  0.111
H  -3.943  1.319  -0.543  0.098
H  5.622  0.257  0.226  0.077
H  4.618  0.459  -1.312  0.064
H  0.438  -2.496  0.008  0.142
H  3.639  -0.443  1.270  0.051
H  1.141  -0.121  -0.046  0.112



Below is C6H10O in the gas phase, with properties calculated with ωB97M-V/def2-TZVPD.

Summary:
* gap between HOMO and LUMO: 7.872 eV

Each line ends with the Löwdin charge.
Cartesian coordinates (Å):
C  -1.269  -0.336  0.314  -0.172
C  -0.298  -1.199  -0.471  -0.107
O  1.077  -0.698  -0.326  -0.265
C  1.869  -0.709  1.030  -0.014
C  1.243  0.710  -0.477  -0.143
C  0.189  1.526  -0.532  -0.076
C  -1.221  1.109  -0.198  -0.188
H  -1.004  -0.382  1.376  0.109
H  -2.277  -0.757  0.219  0.120
H  -0.256  -2.235  -0.125  0.137
H  -0.503  -1.169  -1.547  0.140
H  1.084  -0.627  1.789  0.003
H  2.246  -1.726  1.031  0.000
H  2.258  0.951  -0.754  0.120
H  0.377  2.565  -0.794  0.107
H  -1.855  1.200  -1.092  0.114
H  -1.661  1.777  0.556  0.114



Below is a 2-piece molecular cluster, C4H13N2O overall, with properties calculated with ωB97M-V/def2-TZVPD.

Summary:
* total charge: +1
* gap between HOMO and LUMO (spin up / spin down): 8.832 / 9.099 eV

Each line ends with the Löwdin charge.
Cartesian coordinates (Å):
C  1.226  0.619  1.284  -0.022
C  -0.990  1.292  -0.177  -0.026
C  -1.678  -1.151  -0.391  0.072
C  0.561  -0.267  0.383  -0.373
N  1.338  0.380  -1.653  0.018
N  -0.866  -0.039  0.316  -0.124
O  0.760  -1.646  0.310  0.080
H  1.051  0.312  2.353  0.134
H  1.078  1.729  1.179  0.123
H  2.345  0.486  1.250  0.129
H  -2.000  1.536  -0.632  0.152
H  -0.719  2.053  0.489  0.090
H  -0.316  1.202  -0.955  0.028
H  -1.387  -1.215  -1.493  0.141
H  -1.553  -2.081  0.013  0.056
H  -2.786  -0.878  -0.202  0.146
H  0.960  -0.359  -2.345  0.037
H  2.394  0.197  -1.489  0.043
H  -1.004  -0.140  1.323  0.194
H  1.587  -2.030  0.435  0.103



Below is HNOS2 as an isolated structure, with properties calculated with ωB97M-V/def2-TZVPD.

Summary:
* gap between HOMO and LUMO: 7.657 eV

Each line ends with the Löwdin charge.
Cartesian coordinates (Å):
N  -0.696  -0.099  -0.409  -0.500
O  0.182  0.993  -0.475  -0.668
S  0.456  -1.446  -0.056  0.496
S  1.429  0.382  0.498  0.553
H  -1.372  0.170  0.442  0.119



Below is C29H30FN6O2SSeV as an isolated structure, with properties calculated with ωB97M-V/def2-TZVPD.

Summary:
* spin multiplicity: 4
* total charge: -1
* <S²>: 3.758
* gap between HOMO and LUMO (spin up / spin down): 6.421 / 6.756 eV

Each line ends with the Mulliken spin population.
Cartesian coordinates (Å):
V  -0.131  -0.321  -0.840  2.716
C  -0.200  -2.219  3.130  0.003
C  0.359  -2.944  1.904  -0.007
C  -0.662  -2.928  0.775  0.080
C  1.761  -2.481  1.542  -0.038
C  2.777  -3.426  1.671  0.000
C  4.104  -3.108  1.459  0.001
C  4.437  -1.807  1.129  0.000
C  3.459  -0.833  0.981  -0.017
C  3.862  0.566  0.559  0.016
C  3.961  0.621  -0.963  0.000
C  5.150  1.058  1.217  -0.001
C  2.097  -1.171  1.155  0.027
N  1.112  -0.176  0.915  0.007
C  1.013  0.806  1.849  0.003
C  1.514  0.738  3.167  0.021
C  1.366  1.788  4.063  -0.003
C  0.724  2.961  3.701  0.008
C  0.245  3.082  2.398  -0.008
C  0.403  2.039  1.523  0.013
F  -0.006  2.209  0.235  0.015
H  -1.125  -2.698  3.463  0.000
H  -0.424  -1.175  2.899  -0.002
H  0.511  -2.234  3.958  0.000
H  0.485  -3.996  2.182  0.000
H  -0.999  -1.911  0.571  -0.028
H  -1.566  -3.453  1.096  0.002
H  -0.292  -3.389  -0.139  -0.007
H  2.511  -4.442  1.944  0.000
H  4.872  -3.867  1.550  0.000
H  5.476  -1.547  0.967  0.000
H  3.069  1.250  0.858  0.001
H  4.674  -0.118  -1.337  0.001
H  4.271  1.613  -1.306  0.003
H  2.988  0.393  -1.392  0.032
H  6.029  0.522  0.850  0.000
H  5.110  0.941  2.301  0.000
H  5.301  2.116  0.992  0.000
H  2.025  -0.163  3.482  0.002
H  1.763  1.675  5.065  -0.001
H  0.609  3.775  4.404  0.001
H  -0.238  3.982  2.039  0.000
N  -8.495  0.469  -1.562  0.000
C  -7.102  0.470  -1.498  0.000
C  -6.343  0.524  -2.669  0.001
C  -4.965  0.564  -2.608  0.001
C  -4.328  0.551  -1.378  0.008
C  -5.066  0.505  -0.205  -0.004
C  -6.447  0.472  -0.265  0.000
S  -2.571  0.524  -1.318  0.068
O  -2.175  0.418  0.098  0.011
O  -2.076  -0.680  -2.011  -0.012
N  -2.136  1.836  -2.005  0.002
C  -0.993  1.928  -2.714  0.036
N  -0.976  2.877  -3.672  -0.006
C  0.097  2.942  -4.436  0.007
C  1.169  2.063  -4.329  0.001
C  1.095  1.142  -3.307  0.031
N  0.059  1.103  -2.466  -0.031
H  -8.877  0.106  -2.421  0.000
H  -8.952  0.078  -0.754  0.000
H  -6.843  0.538  -3.631  0.000
H  -4.377  0.613  -3.516  0.001
H  -4.547  0.494  0.745  0.001
H  -7.027  0.446  0.650  0.000
H  0.099  3.720  -5.193  0.001
H  2.014  2.099  -4.999  0.000
H  1.862  0.400  -3.140  -0.003
Se  2.762  -3.707  -3.211  0.026
C  1.711  -2.500  -2.373  0.139
N  1.032  -1.723  -1.834  -0.117



Below is C4H6N2O2 as an isolated structure, with properties calculated with ωB97M-V/def2-TZVPD.

Summary:
* gap between HOMO and LUMO: 7.379 eV

Each line ends with the Löwdin charge.
Cartesian coordinates (Å):
C  1.133  -0.120  -0.038  -0.472
C  0.841  -1.464  -0.137  -0.068
C  -0.515  -1.471  0.000  -0.131
C  -1.095  -0.271  -0.046  -0.376
H  -1.332  2.251  0.268  0.229
H  0.470  2.570  -0.825  0.142
H  3.050  0.015  0.685  0.287
H  1.610  -2.216  -0.278  0.111
H  -1.002  -2.540  0.274  0.157
H  -3.109  -0.276  0.476  0.261
N  -0.030  2.103  0.104  0.023
N  0.019  0.670  -0.051  -0.096
O  2.291  0.493  -0.178  -0.015
O  -2.331  0.255  -0.252  -0.050



Below is C6H3N4O2 as an isolated structure, with properties calculated with ωB97M-V/def2-TZVPD.

Summary:
* total charge: -1
* gap between HOMO and LUMO: 8.108 eV

Each line ends with the Löwdin charge.
Cartesian coordinates (Å):
C  -3.346  0.162  -0.574  -0.627
C  3.220  0.249  -0.720  -0.352
C  -0.740  -0.200  0.423  0.133
C  -0.026  -1.349  0.354  -0.373
C  0.095  0.862  0.613  -0.413
C  1.238  -0.208  0.402  -0.093
N  -3.648  0.235  -1.676  0.036
N  4.378  0.277  -0.643  0.114
N  -2.999  -0.049  0.605  0.060
N  1.930  -0.042  -0.878  0.082
O  -0.049  -2.547  0.352  0.074
O  0.075  2.087  0.697  0.031
H  1.730  -0.503  1.317  0.155
H  -3.482  0.439  1.316  0.034
H  1.623  0.587  -1.586  0.141



What did the eighth record say?
Below is C6H3N4O2 as an isolated structure, with properties calculated with ωB97M-V/def2-TZVPD.

Summary:
* total charge: -1
* gap between HOMO and LUMO: 8.108 eV

Each line ends with the Löwdin charge.
Cartesian coordinates (Å):
C  -3.346  0.162  -0.574  -0.627
C  3.220  0.249  -0.720  -0.352
C  -0.740  -0.200  0.423  0.133
C  -0.026  -1.349  0.354  -0.373
C  0.095  0.862  0.613  -0.413
C  1.238  -0.208  0.402  -0.093
N  -3.648  0.235  -1.676  0.036
N  4.378  0.277  -0.643  0.114
N  -2.999  -0.049  0.605  0.060
N  1.930  -0.042  -0.878  0.082
O  -0.049  -2.547  0.352  0.074
O  0.075  2.087  0.697  0.031
H  1.730  -0.503  1.317  0.155
H  -3.482  0.439  1.316  0.034
H  1.623  0.587  -1.586  0.141